[1]
Formula: C4H7Cl
Source: the OMol25 dataset
Level of theory: ωB97M-V/def2-TZVPD

Each line ends with the Löwdin charge.
Geometry (Å):
C: 0.31100 -1.22269 0.68724  -0.161
C: -0.00915 -0.33394 -0.18339  -0.462
C: -1.13712 0.76243 0.05350  -0.131
C: 0.92596 0.46599 -0.91896  -0.632
H: 0.45944 -0.69953 1.67903  0.132
H: -0.35888 -2.12395 1.13374  0.161
H: 1.28436 -1.45990 0.39181  0.041
H: -0.91364 1.56326 -0.85460  0.081
H: -2.16361 0.22622 0.18754  0.072
H: -1.28887 1.60696 0.99684  0.127
H: 0.42068 1.16522 -1.80189  0.112
Cl: 2.46983 0.04993 -1.37085  0.660

Summary:
Net charge   0
HOMO level   -8.525 eV
Structure (SMILES)   CC(C)=CCl
Kohn-Sham gap   9.00 eV


[2]
Formula: C15H16N2O5S
Source: the OMol25 dataset
Level of theory: ωB97M-V/def2-TZVPD

Each line ends with the Löwdin charge.
Geometry (Å):
C: -4.80135 -1.77977 0.19182  -0.070
C: -4.25023 -0.45145 -0.47733  -0.216
O: -3.34615 0.33793 0.34634  -0.018
C: -2.15025 -0.17887 0.42333  -0.429
C: -1.40083 0.36119 1.23400  -0.072
C: -0.14548 0.15942 1.59316  -0.020
C: 0.42521 -0.85722 0.91681  -0.221
C: -0.27735 -1.39291 -0.30188  0.108
C: -1.65853 -1.10943 -0.41710  0.049
H: -2.12743 -1.73536 -1.06615  0.093
H: 0.13454 -1.96433 -0.79279  -0.033
N: 1.78298 -0.84434 0.80886  -0.201
S: 2.90230 0.23565 0.82358  0.777
O: 3.03768 0.98673 2.31538  -0.406
O: 4.06579 0.03695 0.10723  -0.208
C: 1.89365 1.62027 0.13022  -0.210
C: 1.75450 2.71966 0.64122  -0.115
C: 0.98105 3.77439 -0.06173  0.038
C: 0.70545 3.59208 -1.48524  -0.130
N: 0.81710 2.35833 -1.86220  0.041
C: 1.47231 1.40763 -1.37533  -0.016
H: 1.58389 0.55960 -1.61211  -0.017
H: 0.03856 4.29526 -1.97841  0.097
H: 0.73757 4.85116 0.44200  0.147
H: 2.06961 3.23774 1.34967  0.041
C: 2.62597 -2.16668 0.61749  -0.005
C: 3.32215 -2.40790 -0.68754  -0.635
O: 4.34685 -2.69756 -0.89481  0.255
O: 2.62504 -1.57367 -1.55123  0.008
H: 3.29450 -1.58870 -2.38792  0.211
H: 3.27673 -2.28506 1.37284  0.087
H: 1.76710 -3.01601 0.49336  0.198
H: 0.53522 0.80026 2.30068  0.169
H: -1.92354 1.16872 1.96673  0.201
H: -4.00393 -0.63925 -1.46924  0.066
H: -5.22055 0.43289 -0.52058  0.194
H: -5.55186 -2.23537 -0.72748  0.155
H: -4.00942 -2.43338 0.49789  0.044
H: -5.32882 -1.57857 1.09644  0.045

Summary:
Net charge   0
HOMO level   -8.520 eV
Kohn-Sham gap   8.74 eV


[3]
Formula: C4H4NdO2
Source: the OMol25 dataset
Level of theory: ωB97M-V/def2-TZVPD

Each line ends with the Löwdin spin population.
Geometry (Å):
O: 1.48850 -0.50982 0.38235  -0.016
C: 0.38241 -1.26068 0.57376  0.000
H: 0.44351 -1.86832 1.49738  -0.001
C: -0.42620 -1.69289 -0.57519  -0.001
C: -1.84718 -1.78992 -0.09871  0.000
C: -1.24848 -0.55115 0.48536  0.001
O: -1.24022 0.69725 0.05851  -0.014
Nd: 0.93450 1.59471 -0.40516  4.031
H: -0.15848 -1.53350 -1.62317  0.000
H: -2.05722 -2.58609 0.63605  0.000
H: -2.64432 -1.61111 -0.83123  0.000

Summary:
2S+1   5
Net charge   0
HOMO level (spin up / spin down)   -5.567 / -5.585 eV
Kohn-Sham gap (spin up / spin down)   4.42 / 4.24 eV


[4]
Formula: C3H6N2S
Source: the OMol25 dataset
Level of theory: ωB97M-V/def2-TZVPD

Each line ends with the Löwdin charge.
Geometry (Å):
C: -0.95878 1.10806 0.30732  -0.375
C: -0.85992 -0.31447 0.79892  -0.315
C: 0.41297 0.04345 -1.48272  -0.175
N: -0.42329 1.71469 -0.62041  0.142
N: 1.75000 -0.55198 0.74937  -0.384
S: 0.56921 -1.03712 -0.06074  0.810
H: -1.59012 1.69677 0.93029  0.096
H: -0.38351 -0.27358 1.77030  0.071
H: -1.73155 -1.02485 0.61702  0.111
H: -0.38160 -0.21813 -2.21782  0.073
H: 1.33034 0.25118 -1.76707  -0.024
H: 2.26626 -1.39402 0.97554  -0.030

Summary:
Net charge   0
HOMO level   -9.061 eV
Kohn-Sham gap   9.66 eV


[5]
Formula: C14H19ClO5Se2Ti
Source: the OMol25 dataset
Level of theory: ωB97M-V/def2-TZVPD

Each line ends with the Löwdin spin population.
Geometry (Å):
Ti: 1.02406 0.28171 -1.01317  0.956
C: 0.22466 1.90034 -4.03351  0.007
Se: -0.90664 1.08733 -2.67730  0.000
C: -1.18105 -0.66297 -3.50215  -0.001
C: -1.77707 -1.62528 -2.49661  0.002
Se: -0.55917 -2.06017 -1.01851  0.006
C: -1.85986 -1.95895 0.42536  0.000
H: 1.03286 1.21842 -4.28129  0.000
H: 0.62239 2.81096 -3.59293  0.000
H: -0.38531 2.13285 -4.90102  0.000
H: -0.21637 -0.99813 -3.88007  0.000
H: -1.86401 -0.52943 -4.33998  0.000
H: -2.03834 -2.56395 -2.98158  0.000
H: -2.67928 -1.21985 -2.03854  0.000
H: -2.32920 -0.97891 0.43753  0.000
H: -1.33242 -2.13659 1.35968  0.000
H: -2.59870 -2.73949 0.26612  0.000
C: -1.37306 1.77403 1.65807  0.002
C: -0.82940 0.59128 2.40580  0.000
C: -1.56298 -0.03386 3.41008  0.000
C: -1.06468 -1.15300 4.06029  0.000
Cl: -2.01899 -1.90344 5.28930  0.000
C: 0.17624 -1.68426 3.73799  0.000
C: 0.92432 -1.07283 2.74379  0.000
C: 0.40891 0.04054 2.10804  0.000
O: 1.15568 0.62215 1.06542  0.009
C: 2.14733 1.61194 1.42311  0.001
C: 2.53636 2.31492 0.12030  0.002
O: 3.52851 2.96463 0.01169  -0.001
O: 1.63623 2.06405 -0.83555  0.001
H: -2.26448 2.15725 2.14977  0.000
H: -1.65441 1.50645 0.63399  0.001
H: -0.64877 2.58568 1.58430  0.000
H: -2.53456 0.35268 3.68862  0.000
H: 0.54902 -2.55534 4.25724  0.000
H: 1.89468 -1.45854 2.45823  0.000
H: 3.01388 1.11754 1.85952  0.000
H: 1.72397 2.31854 2.13808  0.000
O: 2.71242 -0.93762 -0.69684  0.008
C: 2.81354 -1.05710 -1.93836  0.012
O: 1.91928 -0.50788 -2.66864  -0.004
H: 3.63440 -1.61571 -2.39630  0.000

Summary:
2S+1   2
Net charge   +1
HOMO level (spin up / spin down)   -12.190 / -12.289 eV
Kohn-Sham gap (spin up / spin down)   8.49 / 8.88 eV


[6]
Formula: C30H47N2O6S2SiTi
Source: the OMol25 dataset
Level of theory: ωB97M-V/def2-TZVPD

Each line ends with the Löwdin spin population.
Geometry (Å):
Ti: -1.04259 -0.55722 -1.16860  0.985
O: -2.60431 0.65404 -1.09290  0.057
C: -2.89626 1.71838 -1.81152  0.070
C: -3.63380 2.75719 -1.24184  0.010
C: -4.02206 3.88260 -1.96192  0.109
C: -3.67874 3.99265 -3.30974  0.002
C: -2.93594 2.98568 -3.89886  0.093
C: -2.50103 1.84767 -3.18548  0.032
C: -1.72265 0.85246 -3.83663  0.291
N: -0.97910 -0.08894 -3.20950  0.200
C: -0.71902 -1.27979 -3.98386  0.021
C: -1.87451 -2.23803 -3.70469  0.014
N: -2.10636 -2.20075 -2.26189  0.004
C: -3.11333 -2.83038 -1.79865  0.024
C: -3.44623 -2.96785 -0.39632  0.002
C: -4.59427 -3.68963 -0.04955  0.004
C: -4.91057 -3.95965 1.26347  -0.001
C: -4.03051 -3.51896 2.26119  0.005
C: -2.89253 -2.81342 1.94512  -0.001
C: -2.57437 -2.48144 0.61056  0.005
O: -1.51175 -1.79003 0.34402  -0.002
H: -3.91522 2.64777 -0.19990  -0.002
H: -4.59669 4.66164 -1.47489  0.009
H: -3.98594 4.85658 -3.88733  -0.003
H: -2.65190 3.06391 -4.94499  0.004
H: -1.69508 0.87254 -4.93028  0.022
H: 0.22417 -1.73419 -3.66499  0.002
H: -0.66629 -1.08910 -5.06543  0.002
H: -1.66111 -3.26115 -4.03250  0.001
H: -2.76746 -1.87454 -4.22463  0.003
H: -3.79088 -3.35205 -2.48563  0.002
H: -5.23289 -4.03982 -0.85470  0.000
H: -5.80517 -4.50921 1.52365  0.000
H: -4.25016 -3.73820 3.29981  0.000
H: -2.21322 -2.48469 2.72095  0.000
C: -1.63507 0.73723 2.64162  0.000
C: -0.17115 1.08663 2.41472  0.000
C: -0.04606 2.53937 1.96305  0.000
C: 0.64387 0.85370 3.68558  0.000
O: 0.27973 0.21646 1.37438  0.002
Si: 1.76256 -0.26831 0.86814  0.002
S: 1.50742 -1.11678 -1.00672  0.013
O: 2.51682 -1.24503 1.97350  0.000
C: 2.30794 -2.61786 2.31438  0.000
C: 0.82345 -2.96217 2.31854  0.000
C: 2.89638 -2.78205 3.71111  0.000
C: 3.05545 -3.50148 1.32014  0.000
O: 2.70704 1.09043 0.93051  0.001
C: 4.11890 1.24872 0.86218  0.000
C: 4.69026 1.13612 2.27555  0.000
C: 4.36472 2.64556 0.30434  0.000
C: 4.75543 0.20525 -0.05464  0.000
H: -2.06292 1.39704 3.40079  0.000
H: -1.72915 -0.29721 2.97267  0.000
H: -2.19435 0.84617 1.71025  0.000
H: -0.37218 3.20213 2.76886  0.000
H: -0.66785 2.70477 1.08376  0.000
H: 0.99080 2.76496 1.70857  0.000
H: 0.26823 1.48877 4.49116  0.000
H: 1.69655 1.08312 3.51393  0.000
H: 0.56632 -0.18934 3.99727  0.000
H: 0.28193 -2.32249 3.01805  0.000
H: 0.68340 -4.00464 2.61469  0.000
H: 0.38664 -2.81474 1.33036  0.000
H: 2.38132 -2.12819 4.41694  0.000
H: 3.95483 -2.51390 3.70287  0.000
H: 2.79697 -3.81613 4.04792  0.000
H: 2.66082 -3.35169 0.31567  0.000
H: 2.95137 -4.55288 1.59850  0.000
H: 4.11729 -3.24327 1.31829  0.000
H: 4.23184 1.89247 2.91627  0.000
H: 5.77280 1.28332 2.27586  0.000
H: 4.45810 0.15057 2.67784  0.000
H: 3.86978 3.39018 0.93031  0.000
H: 3.95663 2.72439 -0.70424  0.000
H: 5.43553 2.85920 0.27550  0.000
H: 4.59861 -0.79758 0.34398  0.000
H: 5.82962 0.39067 -0.13110  0.000
H: 4.31059 0.24610 -1.04957  0.000
C: 0.16076 3.96880 -2.06955  0.000
S: 0.95351 2.44850 -1.54211  0.002
C: 1.45260 1.89056 -3.17550  0.008
O: -0.19933 1.61473 -1.07101  0.003
H: 0.90117 4.59078 -2.57347  0.000
H: -0.21137 4.46566 -1.17584  0.000
H: -0.67409 3.71099 -2.72299  0.000
H: 2.24054 2.57114 -3.50337  0.000
H: 0.59164 1.90979 -3.84161  0.005
H: 1.83113 0.87741 -3.05785  0.002

Summary:
2S+1   3
Net charge   -1
HOMO level (spin up / spin down)   -1.981 / -4.570 eV
Kohn-Sham gap (spin up / spin down)   4.47 / 7.05 eV


| no. | calculated total energy (hartree) | molar mass (u) |
| --- | --- | --- |
| 1 | -616.62202 | 90.6 |
| 2 | -1464.55241 | 336.4 |
| 3 | -866.53167 | 228.3 |
| 4 | -625.43766 | 102.2 |
| 5 | -7033.50143 | 508.5 |
| 6 | -3668.01080 | 671.8 |